The following is a DFT calculation (ωB97M-V with the def2-TZVPD basis set) of a cluster of 5 separate species, C42H66N6O8 in total at a distorted geometry.

Geometry as XYZ:
```
122
Properties=species:S:1:pos:R:3:forces:R:3
C 3.281736 -1.930789 6.607399 -1.0 -0.1 -1.5
C 3.354613 -1.086403 5.226190 0.3 1.5 -2.8
C 3.300691 0.459787 5.147891 0.2 -2.9 -3.2
C 3.338376 1.132023 3.731460 0.0 -3.7 0.7
C 3.417610 0.290795 2.406365 -0.1 -0.3 2.7
C 3.404350 1.123880 1.045966 0.0 0.3 -0.7
C 4.679532 0.764432 0.089124 -1.3 -0.2 0.8
C 2.005805 1.004255 0.227494 -0.1 0.1 -0.1
C 3.486932 -1.284190 2.475379 -0.4 3.2 3.4
O 3.535132 -1.978297 1.232164 -0.7 -0.2 2.5
C 2.904408 -3.273702 1.289806 -1.0 -1.3 -0.9
C 1.307309 -3.249512 1.305437 -4.0 -0.4 -0.5
C 0.404638 -2.390462 2.221636 -1.1 -1.4 -1.4
C -1.149770 -2.401816 2.193678 1.9 -1.6 -1.6
C -1.883660 -3.356772 1.217980 2.8 0.6 0.4
C -1.021115 -4.265276 0.313139 1.5 2.6 2.7
O -1.690719 -5.185489 -0.570525 0.5 2.7 -2.6
C -1.786685 -4.560294 -1.833941 0.7 0.3 -1.6
N -1.743564 -4.073247 -2.928751 -0.4 -2.1 4.8
C 0.555608 -4.227308 0.315789 -2.0 1.1 1.8
N 1.233652 -5.148591 -0.601879 -0.6 0.0 2.1
C -3.485180 -3.312056 1.232713 -1.1 -1.2 -0.3
O -4.202871 -4.298065 0.934371 2.5 3.6 0.9
C -4.118190 -1.894801 1.675752 -1.6 3.2 0.8
C -5.529758 -1.411159 1.174428 2.4 2.1 2.5
C -6.048534 0.004687 1.619049 2.7 -0.8 1.0
C -5.247237 0.973425 2.537877 2.1 -3.8 -0.6
C -3.879405 0.477204 3.071217 -1.9 -2.4 -2.3
C -3.370137 -0.913913 2.629764 -1.0 0.2 -0.6
C -1.935642 -1.403067 3.188022 0.3 0.5 1.0
O -1.457153 -1.006977 4.286010 -1.6 -1.4 -4.2
C 3.452823 -1.908227 3.888546 0.0 2.2 -0.2
H 2.292000 -2.528644 6.528257 1.5 0.9 0.3
H 4.110080 -2.723274 6.670207 -1.0 1.5 0.0
H 3.198990 -1.267010 7.529307 0.4 -0.9 -1.3
H 3.213196 1.048646 6.116433 0.2 -0.7 -1.6
H 3.273002 2.279141 3.729099 0.2 -2.0 -0.4
H 3.520241 2.255443 1.265932 -0.2 -1.9 0.2
H 4.428791 -0.240519 -0.393772 0.7 1.4 0.5
H 5.570890 0.669244 0.795104 -0.9 0.2 -1.3
H 4.803130 1.582466 -0.709381 0.0 -1.3 1.3
H 1.891585 0.008929 -0.321500 0.3 1.2 0.9
H 1.086075 1.121533 0.908532 1.5 -0.1 -0.9
H 1.931665 1.831563 -0.576740 0.3 -1.3 1.3
H 3.208055 -3.818714 0.314495 -0.4 1.1 1.5
H 3.255047 -3.948541 2.141591 -0.2 1.2 -1.0
H 0.887378 -1.679203 2.991959 -0.8 -1.3 -1.5
H 0.650069 -5.997991 -0.762405 0.3 1.1 -0.1
H 2.100553 -5.533680 -0.171751 -0.8 0.7 -0.3
H -6.148095 -2.088234 0.502859 0.9 1.1 1.0
H -7.063822 0.372549 1.249067 1.6 -0.8 0.5
H -5.588316 2.016059 2.855385 0.2 -1.7 -0.7
H -3.209674 1.086527 3.775651 -1.2 -1.0 -1.2
H 3.500049 -3.051927 4.005966 -0.1 2.0 -0.2
C -5.647603 5.798754 2.491488 0.2 0.1 0.1
C -6.296664 4.743398 1.600797 -0.2 0.3 0.2
C -7.231834 5.334056 0.526021 -0.1 -0.2 -0.1
O -8.500949 5.756123 1.021990 0.4 0.1 -0.3
C -8.499543 7.043487 1.619275 -0.3 -0.1 0.1
N -6.997120 3.769702 2.449359 -0.2 0.0 -0.2
H -6.338101 6.203755 3.234077 0.0 -0.1 -0.1
H -4.808270 5.365418 3.042680 -0.1 0.0 -0.1
H -5.259699 6.629831 1.896058 0.0 0.0 0.0
H -5.487190 4.221898 1.077523 -0.1 0.0 -0.1
H -7.449014 4.544183 -0.201427 -0.1 0.0 0.1
H -6.744323 6.143024 -0.032734 0.0 0.1 0.1
H -7.804415 7.727300 1.123643 0.1 -0.1 0.0
H -8.265288 6.962507 2.681827 0.1 0.2 0.0
H -9.507478 7.456218 1.534917 0.1 -0.1 -0.1
H -7.345715 3.015150 1.859922 0.1 0.0 0.0
H -7.847321 4.220663 2.790375 0.2 -0.1 0.1
C 9.913548 -1.991980 -1.603700 0.2 -0.2 -0.2
C 10.106727 -0.578886 -1.061122 -0.4 -0.2 0.1
C 10.037376 -0.494282 0.477746 0.0 0.3 0.0
O 8.718099 -0.562492 1.009712 0.4 -0.2 0.0
C 8.202399 -1.877851 1.136859 -0.3 0.3 0.1
N 9.126834 0.312379 -1.695322 0.0 0.1 0.3
H 8.870256 -2.313012 -1.576700 0.1 0.1 0.1
H 10.233953 -2.043984 -2.647959 -0.1 0.1 0.1
H 10.508473 -2.714454 -1.037729 -0.1 0.0 0.0
H 11.109351 -0.253470 -1.360355 -0.1 0.1 0.1
H 10.423971 0.485442 0.778136 -0.1 0.0 0.0
H 10.685906 -1.241600 0.952298 -0.1 -0.1 -0.1
H 8.979733 -2.601921 1.397569 0.0 0.0 -0.1
H 7.696948 -2.172981 0.215887 0.1 -0.2 0.0
H 7.455591 -1.871509 1.934347 0.1 0.1 0.0
H 9.320951 1.269454 -1.406172 0.0 -0.1 -0.1
H 8.218422 0.113203 -1.273673 0.1 0.0 -0.2
C -8.777348 7.560733 -5.180212 -0.2 0.0 -0.2
C -8.794852 7.031049 -3.749253 0.4 0.1 -0.1
C -8.329590 8.065536 -2.702953 0.0 -0.3 0.2
O -6.918528 8.259517 -2.657916 -0.4 0.2 0.0
C -6.414880 9.146107 -3.644313 0.3 -0.2 0.2
N -7.992676 5.802601 -3.686641 0.0 0.1 0.3
H -7.769227 7.612459 -5.596423 0.0 0.0 0.1
H -9.356704 6.903576 -5.834555 0.1 0.0 0.1
H -9.221513 8.558703 -5.234765 0.0 0.0 0.0
H -9.833653 6.774047 -3.514026 0.1 0.0 0.1
H -8.605448 7.688592 -1.711910 0.1 0.0 0.0
H -8.849403 9.024263 -2.824817 0.1 0.0 -0.1
H -7.113574 9.958593 -3.863074 -0.1 -0.1 0.0
H -6.169864 8.596601 -4.554472 -0.1 0.2 -0.2
H -5.488193 9.581583 -3.263577 -0.1 -0.1 0.1
H -8.086317 5.399586 -2.755761 -0.1 -0.1 -0.1
H -7.011043 6.079690 -3.731546 -0.2 -0.1 -0.1
C 2.969123 -8.150069 -4.925091 -0.2 0.0 -0.2
C 3.191875 -7.019143 -3.925228 0.2 -0.3 0.0
C 4.680560 -6.709901 -3.665087 -0.1 0.2 0.2
O 5.334653 -7.646506 -2.813381 0.0 0.2 -0.4
C 5.774779 -8.827005 -3.465642 0.0 -0.1 0.4
N 2.481938 -7.338176 -2.680081 0.2 0.1 0.3
H 3.156577 -9.135331 -4.493266 0.0 0.1 0.0
H 1.932655 -8.149037 -5.273487 0.1 0.0 0.1
H 3.613587 -8.032210 -5.800721 0.0 0.0 0.1
H 2.741915 -6.117102 -4.354262 0.1 0.0 0.1
H 4.737655 -5.749158 -3.142176 0.0 -0.1 0.1
H 5.236076 -6.585165 -4.602966 0.0 -0.1 0.0
H 6.105272 -8.632752 -4.489913 -0.1 0.0 0.0
H 4.985188 -9.579920 -3.454598 0.0 -0.1 -0.2
H 6.619609 -9.228166 -2.901148 0.0 0.1 0.0
H 2.551608 -6.539393 -2.051995 -0.1 0.0 -0.3
H 3.017245 -8.066168 -2.204245 -0.1 0.0 -0.2
```
Positions in Å, forces in eV/Å.

Calculated values
Highest occupied orbital energy ... -8.3 eV
E ... -2569.8142 a.u.
HOMO-LUMO gap ... 6.99 eV
SMILES string ... Cc1ccc(C(C)C)c(OCc2cc3c(c(OC#N)c2N)C(=O)c2ccccc2C3=O)c1.COC[C@@H](C)N.COC[C@@H](C)N.COC[C@@H](C)N.COC[C@@H](C)N
Energy relative to the best compared isomer or geometry (same formula, charge and spin) ... 0.0 kJ/mol

Atomic partial charges in e from the Löwdin method, atoms 1 to 2: -0.09 -0.20